Molecular formula: C60H76As2BrKN3S2SbSi3
Method: DFT, ωB97M-V/def2-TZVPD

Last column: Mulliken charge in e.
Cartesian coordinates (Å):
K (0.31780, -0.05420, -0.11710)  3.123
C (-3.37400, 2.93250, 1.44760)  -1.299
C (-3.70900, 3.57420, 0.31760)  -1.432
C (-3.08780, 3.22020, -0.90000)  -0.676
C (-2.02840, 2.31370, -0.87060)  -0.336
N (-1.64920, 1.64700, 0.21350)  2.980
C (-2.42310, 1.78520, 1.41500)  1.891
C (-1.18190, 2.21080, -2.08230)  0.541
C (-1.56420, 2.82410, -3.28700)  -0.463
C (-0.65910, 2.87760, -4.33640)  -1.747
C (0.58520, 2.31810, -4.17810)  -1.112
C (0.87900, 1.62890, -2.98690)  -0.119
N (-0.01260, 1.59450, -1.97550)  1.096
C (2.16470, 1.01030, -2.76330)  0.681
C (3.15750, 0.95160, -3.76610)  -1.333
C (4.42220, 0.52800, -3.45090)  -0.566
C (4.69730, 0.13590, -2.13540)  -0.970
C (3.64090, 0.13300, -1.23640)  -0.721
N (2.41970, 0.53940, -1.51800)  1.157
H (-3.78840, 3.21490, 2.40360)  0.489
H (-4.42610, 4.38960, 0.32720)  0.310
H (-3.36750, 3.74890, -1.79360)  0.149
H (-1.72340, 1.88670, 2.26220)  -2.745
H (-2.52930, 3.27700, -3.42760)  0.369
H (-0.92060, 3.38220, -5.26090)  0.395
H (1.32340, 2.42040, -4.95660)  0.344
H (2.92730, 1.24030, -4.78200)  0.326
H (5.18780, 0.48430, -4.21650)  0.382
H (5.68420, -0.19390, -1.84010)  0.455
H (3.78890, -0.20680, -0.21690)  0.584
S (3.10060, -1.59980, 1.80530)  -0.121
C (4.15230, -2.67590, 0.99680)  0.149
C (5.37200, -3.05940, 1.57900)  -0.888
C (6.17790, -4.00310, 0.98680)  -0.520
C (5.80490, -4.59380, -0.21450)  -0.993
C (4.61840, -4.20340, -0.82020)  -0.542
C (3.80360, -3.23800, -0.25220)  -0.158
As (2.10760, -2.68380, -1.04910)  1.461
C (2.60810, -2.81480, -2.93450)  0.353
C (1.61200, -3.05370, -3.87860)  -0.887
C (1.90230, -3.11370, -5.22930)  -0.968
C (3.19800, -2.89560, -5.67210)  -0.928
C (4.19040, -2.60580, -4.75010)  -0.801
C (3.89800, -2.57570, -3.39750)  -0.824
C (1.35610, -4.48810, -0.83150)  0.124
C (1.32400, -5.51350, -1.76920)  -0.034
C (0.77940, -6.74720, -1.45180)  -0.658
C (0.28410, -6.98950, -0.18160)  -0.724
C (0.32650, -5.98230, 0.77060)  -0.301
C (0.85200, -4.74880, 0.44080)  -0.379
H (5.65020, -2.60760, 2.52240)  0.442
H (7.10330, -4.29950, 1.46940)  0.345
H (6.43330, -5.35000, -0.66950)  0.386
H (4.32390, -4.67310, -1.75770)  0.392
H (0.59370, -3.20860, -3.53760)  0.788
H (1.11740, -3.33620, -5.94290)  0.484
H (3.43250, -2.94910, -6.72910)  0.369
H (5.20320, -2.41050, -5.08660)  0.447
H (4.68390, -2.35630, -2.68380)  0.605
H (1.72430, -5.35390, -2.76450)  0.293
H (0.73890, -7.52590, -2.20520)  0.392
H (-0.12690, -7.96020, 0.06740)  0.360
H (-0.05860, -6.15410, 1.76690)  0.481
H (0.89470, -3.95690, 1.17990)  0.077
C (-5.96550, 0.81170, -0.79420)  -0.868
Si (-5.21490, -0.22340, -2.21450)  0.103
C (-6.72870, -1.11050, -3.03220)  -1.117
C (-4.60550, 1.01360, -3.53640)  -0.709
As (-3.33550, -1.44000, -1.45400)  0.838
Si (-2.74440, -2.45940, -3.48220)  0.112
C (-4.01130, -2.80830, -4.89970)  -1.192
C (-1.97880, -4.18990, -3.19370)  -0.758
C (-1.42640, -1.31940, -4.25760)  -0.382
Si (-4.40540, -3.26130, -0.39300)  0.010
C (-5.74190, -4.29970, -1.34140)  -1.210
C (-3.10460, -4.55360, 0.17190)  -0.433
C (-5.32880, -2.66900, 1.17880)  -0.760
H (-6.77470, 1.45510, -1.12720)  0.595
H (-5.20100, 1.44650, -0.35820)  -0.018
H (-6.35380, 0.17420, -0.00590)  0.261
H (-7.50450, -0.39820, -3.30180)  0.385
H (-7.16830, -1.83250, -2.35230)  0.259
H (-6.43960, -1.63740, -3.93530)  0.267
H (-5.29570, 1.83860, -3.68660)  0.445
H (-4.43430, 0.54350, -4.50060)  0.351
H (-3.66200, 1.42620, -3.19760)  -0.164
H (-4.83170, -3.42920, -4.55250)  0.268
H (-3.53650, -3.33030, -5.72600)  0.371
H (-4.43430, -1.88990, -5.29350)  0.293
H (-2.75110, -4.91870, -2.96660)  0.464
H (-1.28580, -4.17270, -2.35610)  -0.182
H (-1.44230, -4.54970, -4.06610)  0.484
H (-1.85990, -0.36960, -4.55650)  0.332
H (-0.94950, -1.75390, -5.13040)  0.458
H (-0.65350, -1.09890, -3.52330)  -0.351
H (-5.47720, -4.42800, -2.38630)  0.248
H (-6.71650, -3.82180, -1.30400)  0.346
H (-5.85290, -5.29140, -0.91080)  0.429
H (-2.89350, -5.28640, -0.60110)  0.487
H (-3.42940, -5.09630, 1.05550)  0.537
H (-2.16900, -4.05860, 0.42100)  -0.518
H (-6.14670, -1.99680, 0.93360)  0.253
H (-4.65350, -2.12910, 1.83650)  -0.250
H (-5.74990, -3.50310, 1.73500)  0.513
C (3.66700, 2.95490, 4.07040)  -1.299
C (3.15520, 2.00340, 3.00450)  -0.551
Sb (1.01670, 1.95930, 2.43960)  -0.002
C (0.09360, 2.60420, 4.36340)  -0.453
C (0.42230, 3.91570, 5.05420)  -1.205
C (1.07690, 3.77650, 1.22420)  -0.090
C (1.30460, 5.13190, 1.86220)  -1.279
H (4.75190, 2.86500, 4.17120)  0.390
H (3.22680, 2.72360, 5.03840)  0.235
H (3.44380, 3.99180, 3.82440)  0.209
H (3.37670, 0.97800, 3.29790)  0.371
H (3.67270, 2.18340, 2.06000)  0.372
H (0.29170, 1.76880, 5.03880)  0.481
H (-0.97430, 2.57540, 4.14810)  0.190
H (1.45370, 3.95200, 5.39750)  0.225
H (-0.22700, 4.03490, 5.92610)  0.416
H (0.24950, 4.76550, 4.39990)  0.165
H (0.13740, 3.77800, 0.67890)  -0.059
H (1.86870, 3.55970, 0.50590)  0.418
H (0.41590, 5.45800, 2.39740)  0.311
H (1.51960, 5.88500, 1.09980)  0.368
H (2.14420, 5.11670, 2.55440)  0.172
Br (-5.79590, 1.36720, 4.98480)  -0.329
C (-4.25900, 0.80520, 3.95100)  0.173
C (-3.10340, 0.44640, 4.64280)  -1.230
C (-2.17410, -0.31780, 3.92150)  -0.019
C (-2.31820, -0.49000, 2.57320)  -0.326
C (-3.20900, 0.40280, 1.78600)  1.907
C (-4.41350, 0.67390, 2.61300)  -1.642
H (-2.98580, 0.63230, 5.69830)  0.457
H (-1.40090, -0.84290, 4.47210)  0.518
H (-3.50080, -0.03620, 0.82250)  -1.668
H (-5.36070, 0.83910, 2.12490)  0.484
S (-1.36410, -1.67900, 1.68400)  0.985
C (-1.05980, -2.83180, 3.00550)  0.055
C (-2.10550, -3.56720, 3.55210)  -0.353
C (-1.86040, -4.43480, 4.59820)  -0.635
C (-0.57260, -4.58520, 5.09630)  -0.693
C (0.46780, -3.84330, 4.55660)  -0.625
C (0.22780, -2.97100, 3.51120)  0.009
H (-3.10530, -3.43950, 3.16630)  0.279
H (-2.67890, -5.00200, 5.02290)  0.384
H (-0.37960, -5.27230, 5.91050)  0.281
H (1.47260, -3.93760, 4.95000)  0.455
H (1.03280, -2.37830, 3.09700)  -0.022

Calculated values
**Charge**: -2
**Energy above the lowest of the compared OMol25 structures with the same formula, charge and spin**: 15.27 kcal per mole
**HOMO-LUMO gap**: 0.1313 Eh
**Spin multiplicity**: 1